The following is a quantum chemistry calculation of a molecular structure, C49H43As2CoNOSSi, from OMol25.

The geometry in XYZ format:
```
99
Properties=species:S:1:pos:R:3
Co 1.16468 1.34303 -1.25755
C -1.83765 -1.49697 -2.87742
C -2.05359 -0.06652 -2.92901
As -1.41814 1.06190 -1.32612
C -2.56214 2.57313 -1.47843
C -2.36832 3.49891 -2.48997
C -3.25236 4.49785 -2.77101
C -4.47386 4.61160 -2.06917
C -4.72818 3.65982 -1.13413
C -3.81189 2.58420 -0.84837
C -2.03483 -0.00270 0.15456
C -3.20504 -0.74297 0.12413
C -3.45899 -1.64923 1.17264
C -2.65525 -1.71923 2.31851
C -1.43917 -0.97738 2.28445
C -1.14496 -0.19139 1.17592
As -1.18438 -4.95825 3.24672
C -1.63252 -5.44673 1.46499
C -2.87403 -5.01276 0.94680
C -3.15462 -5.28020 -0.38264
C -2.31335 -6.10013 -1.21672
C -1.05918 -6.47133 -0.61825
C -0.75995 -6.19116 0.69749
C 0.14059 -6.23685 3.76704
C 0.14601 -7.64382 3.51173
C 1.27947 -8.39608 3.76295
C 2.35444 -7.81741 4.40240
C 2.34054 -6.46190 4.76507
C 1.26291 -5.69086 4.43482
H -0.91150 -1.99431 -3.09377
H -2.60732 -2.07106 -2.35456
H -3.10871 0.20170 -2.99600
H -1.58768 0.48892 -3.75193
H -1.47212 3.38825 -3.05691
H -2.95042 5.18153 -3.56398
H -5.15214 5.44506 -2.33730
H -5.70281 3.58764 -0.64392
H -3.94688 1.82563 -0.09922
H -4.02807 -0.63628 -0.64233
H -4.42535 -2.09895 1.16524
H -2.98484 -2.34366 3.14772
H -0.79406 -0.99277 3.15244
H -0.26711 0.37482 1.30428
H -3.54788 -4.44268 1.58796
H -4.07122 -4.89553 -0.89885
H -2.43834 -6.30109 -2.28523
H -0.39304 -7.00240 -1.33174
H 0.17449 -6.50802 1.10381
H -0.69188 -8.06226 2.97256
H 1.14399 -9.45501 3.60917
H 3.19996 -8.41828 4.69788
H 3.20828 -6.06900 5.27706
H 1.22342 -4.64750 4.76341
O 1.51662 -0.48904 -0.52156
N 1.37211 -1.52262 -1.37487
C 1.13116 -2.74594 -0.85830
C 1.12604 -3.85180 -1.65922
C 1.48942 -3.70984 -2.99596
C 1.75193 -2.52046 -3.50784
C 1.67073 -1.37450 -2.69882
S 1.99719 0.20025 -3.22922
H 0.87249 -2.76192 0.20088
H 0.99123 -4.80528 -1.10889
H 1.53058 -4.59413 -3.60794
H 2.11673 -2.36416 -4.53889
C 0.50600 6.56167 -3.26263
C 0.91641 5.31895 -3.68973
C 1.38588 4.39641 -2.77009
C 1.34325 4.65190 -1.36703
C 0.93927 5.94932 -0.98445
C 0.54793 6.91772 -1.89382
Si 1.79508 3.35521 -0.07565
C 0.86951 3.90757 1.50993
C 1.39785 3.79487 2.83037
C 0.57782 4.21761 3.90960
C -0.63100 4.72883 3.73220
C -1.17257 4.92583 2.44250
C -0.44758 4.46019 1.34067
C 3.68158 3.33717 0.07715
C 4.36292 2.08461 -0.14477
C 5.76411 1.98287 -0.20591
C 6.50320 3.17253 -0.10122
C 5.85167 4.36120 0.03239
C 4.48826 4.47092 0.07788
H 0.02610 7.21552 -3.98543
H 0.75726 5.03439 -4.73413
H 1.70940 3.43733 -3.12845
H 0.88087 6.21565 0.06208
H 0.18433 7.90429 -1.63709
H 2.36347 3.36508 2.86821
H 1.00913 4.13626 4.86558
H -1.14887 5.05170 4.58742
H -2.19355 5.31230 2.34583
H -0.87859 4.54052 0.29515
H 3.77009 1.17035 -0.05289
H 6.15299 0.93744 -0.24160
H 7.60050 3.12271 0.02248
H 6.42651 5.28591 0.19640
H 3.95951 5.38330 0.42249
```

Values from the calculation:
HOMO level (alpha / beta)	-0.2533 / -0.2766	Eh
LUMO (alpha / beta)	0.0172 / -0.0479	Eh
spin multiplicity	6
gap between HOMO and LUMO (alpha / beta)	0.2705 / 0.2287	hartree

The following is a quantum chemistry calculation of a molecular structure, C20H25IrN3O7S2, from OMol25.

The geometry in XYZ format:
```
58
Properties=species:S:1:pos:R:3
Ir 0.67261 -0.60387 0.88719
C -0.49910 -2.53872 2.96335
C 0.56736 -1.92414 3.83518
N 0.89760 -0.62891 3.22212
C 2.21679 -0.05211 3.54823
C 3.30276 -0.91801 2.92642
S 2.78425 -1.50752 1.27106
C 2.36246 -3.26853 1.55626
C 0.91857 -3.53257 1.13277
N -0.05194 -2.44729 1.54814
H -0.70012 -3.57940 3.21810
H -1.42928 -1.97638 3.04804
H 0.17713 -1.75714 4.84145
H 1.45391 -2.54082 3.93501
H 0.17068 0.03709 3.47288
H 2.22631 0.95516 3.13442
H 2.36080 0.02406 4.62919
H 4.22457 -0.35890 2.77982
H 3.54503 -1.80189 3.51490
H 3.03891 -3.86129 0.94353
H 2.55678 -3.50221 2.59846
H 0.86019 -3.59239 0.04954
H 0.56287 -4.47835 1.54409
H -0.87001 -2.56836 0.94919
O -0.86467 0.58757 0.03431
C -1.07624 1.38796 1.00339
O -0.42382 1.10332 2.05858
C -1.98397 2.52033 0.90696
C -2.67656 2.76705 -0.28076
C -3.53407 3.84905 -0.36069
C -3.70779 4.68238 0.73797
C -3.01009 4.41182 1.90232
C -2.14498 3.34713 2.01559
N -3.19025 5.29631 3.07801
O -4.01531 6.17181 2.98082
O -2.59692 4.98199 4.08802
H -2.54134 2.10819 -1.12756
H -4.07394 4.04910 -1.27503
H -4.37256 5.53414 0.70650
H -1.61826 3.18242 2.94367
C -0.39060 -0.06450 -7.25202
C 0.11071 -0.29256 -5.86100
C -0.04049 0.68360 -4.87188
C 0.41983 0.47434 -3.58795
C 1.05981 -0.73049 -3.30310
C 1.23165 -1.72560 -4.26655
C 0.75263 -1.49372 -5.53736
S 1.59580 -1.03681 -1.70242
O 1.84122 0.25702 -0.97490
O 2.62093 -2.03010 -1.65248
O 0.38517 -1.52174 -0.83519
H -0.91910 0.88217 -7.33799
H -1.06636 -0.86765 -7.54858
H 0.44083 -0.05748 -7.95838
H -0.51602 1.62310 -5.11977
H 0.31529 1.23283 -2.82446
H 1.75244 -2.64202 -4.02627
H 0.88790 -2.24848 -6.30112
```

Values from the calculation:
HOMO level (alpha / beta)	-0.5382 / -0.5385	Eh
LUMO (alpha / beta)	-0.2942 / -0.3329	Eh
spin multiplicity	2
charge	+2
gap between HOMO and LUMO (alpha / beta)	0.2440 / 0.2056	hartree

The following is a quantum chemistry calculation of 3 unconnected molecules or ions with the total composition C4H14NOS, from OMol25.

The geometry in XYZ format:
```
21
Properties=species:S:1:pos:R:3
C 1.04533 -0.25074 1.77722
C -0.06495 0.28138 0.87956
C -0.39601 -0.64548 -0.26943
C -1.34218 -0.17602 -1.35423
S -2.72812 0.88563 -0.56654
N 0.24472 1.61910 0.33517
H 1.98332 -0.44087 1.27250
H 1.14447 0.35644 2.69418
H 0.64784 -1.18610 2.18872
H -0.96878 0.42497 1.53366
H -0.62846 -1.64509 0.11646
H 0.52949 -0.81736 -0.84777
H -1.03523 0.47176 -2.17905
H -1.93074 -1.03640 -1.62762
H -2.65573 0.06637 1.25995
H 1.20009 1.87918 0.55032
H -3.50452 0.64769 -1.63257
H -0.30217 2.34906 0.78594
H 2.65412 -1.30320 -2.26584
H 3.51250 -0.62075 -1.24058
O 2.59498 -0.85957 -1.41004
```

Values from the calculation:
HOMO level	-0.4898	Eh
LUMO	-0.2543	Eh
charge	+1
gap between HOMO and LUMO	0.2356	hartree

The following is a quantum chemistry calculation of C5H9N in the gas phase, from OMol25.

The geometry in XYZ format:
```
15
Properties=species:S:1:pos:R:3
C -0.12045 -1.27209 0.22483
C -1.18382 -0.60621 -0.87286
C -0.28304 0.75761 -0.87251
C 0.21495 0.87893 0.50190
C 1.02265 -0.41888 0.75131
H -0.72079 -1.51089 1.25350
H 0.26111 -2.41384 -0.16896
H -1.06226 -0.90124 -1.83796
H -2.14741 -0.49555 -0.47081
H 0.55714 0.68670 -1.72247
H 0.73093 2.65407 -0.36711
H -0.59171 1.11765 1.35426
H 1.29663 -0.47382 1.85530
H 2.06034 -0.16274 0.50876
N -0.03429 2.16030 -0.13716
```

Values from the calculation:
HOMO level	-0.3164	Eh
LUMO	0.0434	Eh
gap between HOMO and LUMO	0.3599	hartree

The following is a quantum chemistry calculation of a molecular structure, C2H4LiORb, from OMol25.

The geometry in XYZ format:
```
9
Properties=species:S:1:pos:R:3
O -0.73997 0.25764 0.30767
Li -1.31544 1.84849 0.83356
Rb 2.27201 -0.94695 -0.19899
C -2.55954 -0.08665 0.20662
C -3.40654 1.05154 0.50727
H -2.60408 -0.86898 0.98326
H -2.59872 -0.40897 -0.84943
H -4.02086 0.96246 1.41531
H -3.89112 1.53151 -0.35580
```

Values from the calculation:
HOMO level	-0.1819	Eh
LUMO	-0.0441	Eh
gap between HOMO and LUMO	0.1378	hartree

The following is a quantum chemistry calculation of C5H8O2 in the gas phase, from OMol25.

The geometry in XYZ format:
```
15
Properties=species:S:1:pos:R:3
C 1.52015 0.66942 -0.32895
C 0.34686 -0.01794 0.33982
O 0.63636 -0.45792 1.65760
C -1.03507 0.69817 0.47128
C -1.66967 -0.46835 -0.28303
O -1.09652 -0.31806 -1.56521
C -0.37192 -1.06617 -0.57857
H 1.24969 0.93254 -1.35659
H 1.83465 1.57171 0.20403
H 2.37246 -0.02277 -0.37798
H 1.40911 -1.03539 1.64526
H -1.31418 0.82006 1.51522
H -1.14833 1.63089 -0.09345
H -2.63900 -0.94690 -0.18155
H -0.09460 -1.98928 -1.06787
```

Values from the calculation:
HOMO level	-0.3564	Eh
LUMO	0.0338	Eh
gap between HOMO and LUMO	0.3902	hartree

These records have ΔE to the lowest compared entry with this formula, charge and spin values of 21.1; 43.2; 113.5; 158.8; 31.9; 58.2 kcal/mol, in the order they appear.
These records have max |F| values of 4.06; 1.24; 3.21; 6.40; 1.27; 1.06 eV/Å, in the order they appear.